[1]
{"formula": "C27H38ClEuN4O7S", "method": "wB97M-V/def2-TZVPD", "symbols": ["O", "C", "C", "C", "H", "C", "H", "C", "H", "C", "H", "C", "H", "H", "C", "C", "H", "H", "H", "C", "C", "H", "H", "H", "H", "Eu", "Cl", "C", "O", "N", "C", "C", "H", "H", "H", "H", "H", "H", "H", "H", "H", "C", "C", "N", "H", "C", "O", "H", "H", "H", "H", "H", "H", "C", "C", "N", "H", "C", "O", "H", "H", "H", "H", "O", "S", "O", "N", "C", "O", "C", "C", "C", "C", "C", "C", "H", "H", "H", "H"], "positions_angstrom": [[0.59686, -0.70341, -2.79441], [-0.49877, -0.29474, -3.38066], [-0.30380, 1.13850, -3.91885], [0.12320, 2.17584, -3.08405], [0.28143, 1.99587, -2.00685], [0.37683, 3.43614, -3.64041], [0.78006, 4.22409, -2.99866], [0.13390, 3.67086, -4.99859], [0.33268, 4.64784, -5.43409], [-0.36547, 2.64597, -5.80661], [-0.58077, 2.80514, -6.86465], [-0.57061, 1.37118, -5.26105], [-0.93871, 0.53416, -5.86853], [-0.64222, -0.92647, -4.29119], [-2.46142, -1.89646, -2.58719], [-1.91976, -0.48452, -2.52644], [-3.37840, -1.90938, -3.19980], [-2.78043, -2.30117, -1.61553], [-1.73847, -2.60572, -3.01385], [-2.80083, 0.55203, -2.53098], [-4.30052, 0.52594, -2.42381], [-2.41322, 1.57669, -2.61996], [-4.72785, 0.97676, -3.34054], [-4.64705, 1.13209, -1.57151], [-4.73758, -0.48310, -2.29860], [-1.05527, -0.58617, -0.06903], [-3.48061, -0.00277, 0.76582], [-1.39060, -0.37682, 3.08130], [-0.73467, -1.15696, 2.35495], [-1.41618, -0.36557, 4.41524], [-0.90008, -1.47432, 5.20908], [-2.12375, 0.68378, 5.14643], [-2.02897, 0.39342, 2.60509], [-0.39900, -2.18988, 4.55612], [-1.72658, -1.95984, 5.74752], [-0.19992, -1.08951, 5.96065], [-2.33620, 1.50931, 4.45527], [-1.50238, 1.05687, 5.96791], [-3.06594, 0.30158, 5.56502], [4.59812, 1.26652, -2.39190], [4.70486, 1.62750, 0.03138], [3.50495, 1.22087, -2.26408], [3.66454, 1.32897, 0.21049], [3.18257, 0.63919, -0.97285], [3.05769, 0.60968, -3.04734], [2.49589, -0.52075, -0.91526], [1.81754, -0.92999, 0.05650], [3.61081, 0.68514, 1.09378], [2.56720, -1.09514, -1.84883], [3.11097, 2.24776, -2.32631], [3.07707, 2.24260, 0.38287], [-0.18639, -6.41283, 0.30998], [1.98357, -6.21053, -1.23396], [-0.66579, -5.84691, -0.50013], [1.37594, -5.56294, -1.88250], [0.29595, -4.94433, -1.12312], [-1.50921, -5.27658, -0.10490], [0.22538, -3.62158, -0.97315], [-0.71415, -3.03256, -0.36341], [2.00045, -4.77154, -2.30321], [1.04522, -3.04696, -1.43115], [-1.00959, -6.56959, -1.24949], [0.96485, -6.18054, -2.69133], [-1.42595, 4.12098, 3.80007], [-0.16848, 4.14730, 3.09190], [0.56826, 5.38752, 3.03984], [-0.26007, 3.40538, 1.62872], [0.28984, 2.18908, 1.55819], [0.13893, 1.39170, 0.57562], [1.05982, 1.87287, 2.81329], [1.76209, 0.71255, 3.16811], [2.20498, 0.57663, 4.48005], [1.96416, 1.57914, 5.43743], [1.28667, 2.75046, 5.07277], [0.85759, 2.85476, 3.75093], [1.93996, -0.05142, 2.41267], [2.74362, -0.32782, 4.78242], [2.29882, 1.44160, 6.46868], [1.08240, 3.55654, 5.77272]], "forces_ev_per_angstrom": [[1.286, -0.803, 1.973], [-0.775, 0.410, 0.117], [-0.907, -0.432, 0.412], [0.290, 0.253, -0.212], [-0.021, 0.044, -0.611], [-0.043, -0.330, 0.182], [-0.239, -0.128, -0.240], [-0.068, -0.179, -0.095], [-0.038, -0.112, 0.117], [0.070, -0.344, 0.163], [0.109, 0.131, 0.255], [0.147, 0.544, -0.127], [0.144, 0.418, 0.156], [-0.952, 0.107, -0.039], [-0.437, -0.410, 0.206], [-0.497, 1.270, -3.500], [0.360, -0.093, 0.041], [0.137, 0.078, -0.075], [-0.086, 0.295, 0.118], [0.509, -0.163, 0.532], [-0.360, -0.253, 0.178], [0.027, -0.458, -0.143], [0.196, -0.147, 0.267], [0.180, -0.208, -0.267], [0.332, 0.495, -0.037], [1.735, -0.100, -0.311], [-1.027, 0.072, 0.215], [0.462, 0.012, -1.083], [-0.737, 0.388, 1.367], [-0.010, -0.389, 0.582], [0.035, 0.323, 0.013], [-0.141, -0.068, -0.424], [0.340, -0.080, 0.378], [-0.074, 0.131, 0.062], [0.115, 0.022, -0.182], [0.005, -0.104, -0.172], [0.030, -0.147, 0.281], [0.005, -0.047, -0.208], [0.166, 0.064, -0.080], [-0.169, 0.023, -0.068], [-0.086, -0.077, 0.072], [0.397, -0.013, 0.222], [-0.471, 0.387, -0.154], [0.257, -0.336, 0.294], [-0.090, 0.131, 0.010], [-1.384, -0.437, 0.866], [1.667, 0.348, -1.065], [-0.083, 0.118, -0.322], [-0.315, 0.141, 0.079], [-0.010, -0.366, -0.025], [0.121, -0.180, 0.159], [-0.074, 0.158, -0.080], [-0.086, 0.174, -0.124], [0.103, 0.025, -0.135], [-0.140, 0.128, 0.246], [0.050, -0.613, -0.010], [0.220, -0.055, -0.110], [-1.678, 1.660, 1.077], [1.939, -1.674, -1.046], [-0.037, -0.195, 0.009], [-0.259, -0.020, 0.017], [-0.062, 0.149, 0.107], [0.071, 0.174, 0.096], [0.066, 0.211, -0.149], [0.943, -1.610, -1.235], [-0.382, -0.141, -0.005], [-0.574, 0.347, -0.172], [-0.814, 0.574, -0.906], [0.612, 1.303, 1.596], [0.169, -0.923, 0.293], [-0.117, 0.279, -0.280], [0.084, 0.100, 0.280], [-0.137, 0.185, -0.193], [0.243, -0.509, -0.341], [0.158, 0.286, 1.506], [-0.190, 0.031, 0.169], [-0.203, 0.320, -0.142], [-0.058, 0.034, -0.326], [0.051, -0.198, -0.019]], "lowdin_spin": [-0.0004, 0.0013, 0.0001, 0.0004, 0.0003, 0.0000, 0.0000, 0.0000, 0.0000, 0.0000, 0.0000, 0.0001, 0.0001, 0.0005, 0.0013, -0.0005, 0.0002, 0.0006, 0.0001, 0.0005, 0.0004, 0.0007, 0.0000, 0.0000, 0.0000, 7.0181, -0.0089, 0.0014, -0.0065, 0.0007, 0.0000, 0.0000, 0.0007, 0.0000, 0.0000, 0.0000, 0.0000, 0.0000, 0.0000, 0.0000, 0.0000, 0.0000, 0.0000, 0.0001, 0.0000, 0.0004, -0.0012, 0.0000, 0.0001, 0.0000, 0.0000, 0.0000, 0.0000, 0.0000, 0.0000, 0.0009, 0.0000, 0.0011, -0.0067, 0.0000, 0.0002, 0.0000, 0.0000, 0.0000, 0.0001, 0.0001, 0.0005, 0.0006, -0.0080, 0.0001, 0.0001, 0.0000, 0.0001, 0.0000, 0.0001, 0.0000, 0.0000, 0.0000, 0.0000], "total_energy_ev": -91599.2296, "charge": -1, "orbital_gap_ev": [5.57, 6.73], "multiplicity": 8, "lumo_ha": [0.08009, 0.08007]}

---

[2]
{"formula": "C20H21N3O4S", "method": "wB97M-V/def2-TZVPD", "symbols": ["C", "N", "C", "O", "N", "C", "C", "C", "O", "S", "C", "C", "C", "O", "C", "C", "H", "H", "H", "C", "H", "H", "H", "C", "H", "H", "H", "H", "C", "H", "H", "C", "O", "N", "C", "C", "C", "C", "C", "C", "H", "H", "H", "H", "H", "H", "H", "H", "H"], "positions_angstrom": [[-1.10427, -4.66796, 0.14225], [-0.30533, -3.45488, 0.14259], [-0.83543, -2.38326, 0.80622], [-1.93000, -2.45842, 1.34543], [-0.10196, -1.21504, 0.86399], [1.08688, -1.08669, 0.17485], [1.57177, -2.19748, -0.49852], [0.91551, -3.47059, -0.54323], [1.31916, -4.46889, -1.09812], [3.06555, -1.89386, -1.30929], [3.03659, -0.26221, -0.74657], [1.94578, 0.03984, 0.02367], [1.82037, 1.43334, 0.58271], [2.71965, 2.34134, -0.00334], [4.06460, 1.89847, -0.12562], [4.66896, 1.48766, 1.22252], [4.47052, 2.25792, 1.96422], [5.74442, 1.37322, 1.11990], [4.25521, 0.54395, 1.57064], [4.83128, 3.08690, -0.70412], [4.32393, 3.44821, -1.59390], [4.86105, 3.89366, 0.02236], [5.84596, 2.79567, -0.95969], [4.10338, 0.70770, -1.10633], [3.92401, 1.07653, -2.12070], [5.08212, 0.22632, -1.09257], [1.98121, 1.40686, 1.67494], [0.83077, 1.85566, 0.38159], [-0.67505, -0.15360, 1.67576], [0.12079, 0.46707, 2.07741], [-1.22092, -0.62749, 2.49705], [-1.64824, 0.72888, 0.86423], [-1.34141, 1.84842, 0.51214], [-2.81376, 0.09986, 0.62134], [-3.92977, 0.55780, -0.08998], [-4.01234, 1.83307, -0.63891], [-5.15504, 2.20969, -1.32202], [-6.21599, 1.33216, -1.46490], [-6.13286, 0.06170, -0.91815], [-4.99756, -0.32605, -0.23398], [-4.92792, -1.31591, 0.19478], [-6.95559, -0.62967, -1.02452], [-7.10396, 1.63486, -1.99896], [-5.21393, 3.20113, -1.74565], [-3.18859, 2.51800, -0.52879], [-2.88791, -0.85734, 0.96668], [-1.31472, -4.97100, 1.16716], [-2.04811, -4.49199, -0.37356], [-0.52882, -5.43353, -0.37304]], "forces_ev_per_angstrom": [[-0.182, -0.304, -0.001], [-0.012, -0.178, -0.039], [0.108, 0.167, 0.021], [-0.267, -0.191, 0.178], [-0.148, -0.070, 0.098], [0.517, -0.925, -0.602], [0.351, 0.525, -0.053], [-0.023, 0.173, 0.109], [0.138, -0.038, -0.112], [-0.403, 0.378, 0.376], [-0.288, -0.611, -0.045], [0.358, 0.313, -0.131], [-0.338, 0.106, 0.248], [0.145, 0.039, -0.162], [0.624, -0.079, -0.154], [-0.301, 0.118, -0.223], [0.003, 0.074, 0.085], [0.116, -0.039, 0.001], [-0.012, -0.103, 0.101], [-0.343, -0.288, 0.158], [-0.028, 0.031, -0.133], [0.041, 0.104, 0.087], [0.137, -0.021, -0.030], [-0.071, 0.398, 0.053], [0.058, 0.011, 0.010], [0.055, 0.035, 0.003], [-0.080, 0.041, -0.120], [0.139, -0.163, 0.206], [-0.255, 0.284, 0.069], [-0.090, -0.020, -0.060], [0.189, 0.119, -0.091], [0.384, -0.334, 0.404], [-0.050, 0.300, -0.099], [-0.345, -0.416, 0.093], [-0.200, 0.233, -0.219], [0.182, 0.103, 0.042], [-0.118, -0.094, -0.016], [-0.095, 0.070, -0.076], [0.006, -0.010, 0.009], [0.072, 0.038, 0.015], [-0.001, -0.114, 0.044], [-0.056, -0.061, -0.002], [-0.074, 0.024, -0.045], [0.005, 0.083, -0.031], [0.025, 0.005, 0.007], [0.201, 0.239, -0.011], [-0.018, 0.001, -0.068], [0.028, -0.034, 0.043], [-0.087, 0.083, 0.064]], "lowdin_charge": [0.0044, 0.0359, -0.4228, 0.0524, 0.0724, -0.1435, -0.3695, -0.4464, 0.0718, 1.1589, -0.4505, -0.1300, -0.1440, -0.0667, -0.5673, -0.0112, 0.0949, 0.0903, 0.0859, -0.0137, 0.0892, 0.0885, 0.0888, -0.1180, 0.1348, 0.1276, 0.1309, 0.1161, -0.0104, 0.1201, 0.1390, -0.4173, 0.0694, 0.1444, -0.2118, -0.0127, -0.0805, -0.1003, -0.0895, -0.0266, 0.1126, 0.1022, 0.0985, 0.1036, 0.0982, 0.1095, 0.1003, 0.1020, 0.0900], "total_energy_ev": -44578.7169, "charge": 0, "orbital_gap_ev": 8.84, "multiplicity": 1, "lumo_ha": 0.00912, "smiles": "Cn1c(=O)c2sc3c(c2n(CC(=O)Nc2ccccc2)c1=O)COC(C)(C)C3", "relative_energy_ev": 0.000}

---

[3]
{"formula": "C24H26N4O4S", "method": "wB97M-V/def2-TZVPD", "symbols": ["C", "H", "O", "C", "C", "C", "C", "C", "C", "O", "C", "H", "H", "H", "O", "C", "H", "H", "H", "C", "N", "N", "C", "O", "C", "C", "C", "C", "C", "C", "H", "H", "C", "H", "H", "S", "C", "N", "C", "C", "C", "N", "C", "H", "H", "H", "H", "C", "H", "H", "H", "H", "H", "H", "H", "H", "H", "H", "H"], "positions_angstrom": [[4.96777, 2.40047, -3.64122], [5.74392, 2.67224, -4.35520], [5.55418, 1.44111, -2.79522], [4.79097, 0.87319, -1.82091], [3.47106, 1.22346, -1.56250], [2.77162, 0.57299, -0.57040], [3.35631, -0.44175, 0.17807], [4.70400, -0.80200, -0.06308], [5.42189, -0.13007, -1.05690], [6.73219, -0.47940, -1.33701], [7.70096, 0.52413, -1.10228], [7.66132, 0.87522, -0.06435], [8.66345, 0.05092, -1.28989], [7.57539, 1.37484, -1.77430], [5.16422, -1.80791, 0.72245], [6.47211, -2.32491, 0.60058], [6.50097, -3.17345, 1.28520], [6.68091, -2.66246, -0.41518], [7.22578, -1.59452, 0.90383], [2.59947, -1.12472, 1.20043], [1.37861, -0.82710, 1.41740], [0.69896, -1.48483, 2.36538], [-0.59373, -1.20908, 2.72354], [-1.08744, -1.79312, 3.66949], [-1.31669, -0.19024, 1.92395], [-2.20668, 0.64739, 2.59145], [-2.93280, 1.59344, 1.89697], [-2.80916, 1.70132, 0.51682], [-1.92898, 0.85584, -0.14836], [-1.18617, -0.08065, 0.54302], [-0.52058, -0.73974, 0.00874], [-1.83651, 0.92450, -1.22240], [-3.60709, 2.70506, -0.25348], [-3.23755, 3.71860, -0.08652], [-3.59196, 2.48229, -1.31935], [-5.36111, 2.78695, 0.27157], [-5.80722, 1.10487, 0.14085], [-7.01820, 0.79765, 0.57764], [-7.36410, -0.48089, 0.53060], [-6.47715, -1.44687, 0.05663], [-5.23620, -1.01499, -0.39395], [-4.91388, 0.27396, -0.36407], [-4.19419, -1.95221, -0.90750], [-4.64485, -2.86054, -1.29837], [-3.52405, -2.21558, -0.08914], [-3.60319, -1.46388, -1.67708], [-6.74832, -2.49014, 0.03790], [-8.73195, -0.83331, 1.01407], [-9.25169, 0.06880, 1.32193], [-9.29400, -1.32613, 0.22258], [-8.66352, -1.51837, 1.85744], [-3.62087, 2.24005, 2.42222], [-2.31800, 0.54322, 3.66028], [1.17631, -2.19239, 2.93354], [3.11356, -1.90365, 1.76918], [1.74858, 0.83509, -0.35490], [2.98546, 1.99661, -2.13429], [4.10918, 1.98881, -4.17978], [4.65866, 3.29188, -3.08613]], "forces_ev_per_angstrom": [[-0.117, 0.195, -0.149], [-0.092, 0.015, 0.032], [0.073, -0.399, 0.315], [-0.016, -0.109, 0.100], [0.179, 0.167, -0.256], [0.256, -0.327, 0.190], [0.457, 0.409, -0.576], [-0.356, 0.223, -0.086], [0.372, 0.098, -0.112], [-0.669, -0.057, -0.135], [0.240, 0.224, 0.101], [-0.002, -0.052, -0.040], [0.017, 0.066, 0.041], [0.024, -0.085, 0.068], [-0.260, 0.247, -0.065], [0.393, -0.320, 0.002], [0.021, 0.071, -0.047], [-0.005, 0.013, 0.131], [-0.046, -0.034, -0.040], [-0.507, -0.560, 0.757], [0.491, 0.505, -0.512], [0.481, -0.897, 0.623], [0.006, -0.017, 0.032], [-0.020, 0.050, 0.041], [-0.301, 0.165, -0.053], [0.193, -0.196, 0.006], [0.066, 0.096, -0.134], [0.384, 0.004, 0.240], [0.042, 0.119, 0.122], [-0.073, 0.023, -0.016], [0.004, 0.002, -0.050], [-0.050, -0.027, -0.132], [-0.652, -0.019, -0.010], [-0.021, 0.001, -0.064], [0.127, 0.042, 0.036], [0.214, 0.504, -0.030], [0.221, -0.274, -0.165], [-0.263, 0.371, 0.194], [0.208, -0.232, -0.104], [0.096, 0.227, 0.004], [-0.383, -0.205, 0.077], [-0.025, 0.043, -0.265], [-0.053, -0.055, 0.018], [0.032, -0.096, -0.028], [0.076, -0.049, 0.026], [0.032, 0.005, -0.058], [-0.031, -0.125, -0.013], [-0.020, -0.019, -0.005], [-0.041, 0.003, 0.017], [-0.081, -0.056, -0.011], [-0.057, -0.062, 0.054], [-0.061, 0.025, 0.049], [-0.007, -0.023, 0.092], [-0.260, 0.249, -0.169], [-0.114, 0.016, 0.024], [-0.127, 0.065, 0.001], [-0.013, 0.085, -0.074], [0.021, 0.019, 0.031], [-0.005, -0.049, -0.026]], "lowdin_charge": [-0.0743, 0.0959, -0.0883, -0.1961, -0.0150, -0.0171, -0.1339, -0.1425, -0.1291, -0.1175, -0.0667, 0.0991, 0.0952, 0.0839, -0.0738, -0.0543, 0.0962, 0.0998, 0.0938, -0.0658, 0.0417, 0.0535, -0.4292, 0.0668, -0.1445, -0.0014, -0.0471, -0.3163, -0.0492, -0.0402, 0.1046, 0.1142, -0.4030, 0.0831, 0.0769, 0.9740, -0.6613, 0.1009, -0.3231, 0.0234, -0.3012, 0.1177, -0.0204, 0.0770, 0.0856, 0.0797, 0.1160, -0.0310, 0.0777, 0.0826, 0.0838, 0.1018, 0.1197, 0.1626, 0.1285, 0.1076, 0.1029, 0.0983, 0.0981], "total_energy_ev": -50294.2396, "charge": 0, "orbital_gap_ev": 8.37, "multiplicity": 1, "lumo_ha": 0.01835, "smiles": "COc1ccc(/C=N/NC(=O)c2ccc(CSc3nc(C)cc(C)n3)cc2)c(OC)c1OC", "relative_energy_ev": 4.117}